(1)
{"formula": "C47H40AsIN6O2RuS", "method": "ωB97M-V/def2-TZVPD", "symbols": ["Ru", "N", "C", "N", "C", "N", "N", "C", "C", "C", "C", "C", "C", "N", "C", "C", "C", "C", "C", "C", "H", "H", "H", "H", "H", "H", "H", "H", "H", "H", "H", "S", "C", "C", "C", "C", "C", "C", "As", "C", "C", "C", "C", "C", "C", "C", "C", "C", "C", "C", "C", "H", "H", "H", "H", "H", "H", "H", "H", "H", "H", "H", "H", "H", "H", "C", "C", "C", "C", "C", "C", "C", "C", "C", "C", "O", "O", "H", "H", "H", "H", "H", "H", "H", "H", "H", "H", "H", "I", "C", "C", "C", "C", "N", "C", "H", "H", "H", "H"], "positions_angstrom": [[-0.0535, -0.3917, 1.0306], [-1.0753, -4.6888, -0.7695], [-0.5092, -3.5406, -0.3725], [-1.1432, -2.6188, 0.2881], [-2.3800, -2.9063, 0.7952], [-2.8739, -2.2316, 1.7720], [-2.0653, -1.1639, 2.1954], [-2.1646, -0.8939, 3.4227], [-1.6061, 0.3937, 3.9117], [-1.2587, 0.5863, 5.2347], [-0.6925, 1.8031, 5.5723], [-0.5343, 2.7860, 4.5824], [-1.0179, 2.5421, 3.3115], [-1.5336, 1.3451, 2.9549], [-3.1253, -4.0373, 0.2211], [-4.5167, -4.2505, 0.3697], [-5.2071, -5.2953, -0.2105], [-4.4955, -6.1429, -1.0460], [-3.1357, -5.9738, -1.2393], [-2.4407, -4.9348, -0.5846], [-0.5460, -5.3849, -1.2516], [0.5314, -3.4139, -0.6155], [-2.7464, -1.5456, 4.0892], [-1.4446, -0.2203, 5.9614], [-0.3801, 2.0031, 6.5848], [-0.0921, 3.7353, 4.8159], [-1.0149, 3.2996, 2.5450], [-5.0261, -3.5160, 0.9901], [-6.2760, -5.4070, -0.0324], [-5.0347, -6.9424, -1.5665], [-2.5338, -6.6825, -1.8250], [1.1564, 1.6073, 1.4531], [1.9314, 2.5883, 0.2062], [2.8834, 3.5457, 0.5565], [3.4113, 4.3565, -0.4486], [3.0106, 4.2074, -1.7694], [2.1204, 3.2224, -2.1329], [1.5849, 2.4241, -1.1350], [0.1161, 1.1914, -1.4012], [0.3069, 0.9248, -3.2821], [1.4811, 0.4026, -3.7823], [1.6165, 0.1826, -5.1421], [0.5519, 0.4924, -5.9743], [-0.6489, 0.9818, -5.4685], [-0.7751, 1.2208, -4.1177], [-1.3574, 2.4054, -1.1522], [-1.3392, 3.7118, -1.6444], [-2.4078, 4.5424, -1.4119], [-3.5165, 4.0778, -0.7151], [-3.5421, 2.7813, -0.2302], [-2.4396, 1.9445, -0.4414], [3.1736, 3.6873, 1.6046], [4.1465, 5.0774, -0.1605], [3.4420, 4.8315, -2.5640], [1.8555, 3.0760, -3.1602], [2.2988, 0.2087, -3.1049], [2.5498, -0.2033, -5.5255], [0.6582, 0.2940, -7.0370], [-1.4820, 1.1445, -6.1604], [-1.6970, 1.5976, -3.7051], [-0.4636, 4.0544, -2.1897], [-2.3520, 5.5680, -1.7697], [-4.3685, 4.7295, -0.5240], [-4.3815, 2.4297, 0.3560], [-2.4788, 0.9457, -0.0282], [5.8014, 2.6803, 3.0839], [5.0253, 1.4655, 2.7723], [4.2824, 0.8019, 3.7335], [3.4974, -0.2885, 3.4208], [2.6910, -0.9173, 4.5469], [3.4758, -0.7970, 2.1212], [4.1766, -0.1285, 1.1257], [4.0802, -0.5487, -0.3205], [4.9483, 0.9867, 1.4630], [2.5099, -1.8625, 1.6672], [2.7798, -2.8526, 1.0253], [1.2644, -1.5585, 1.9494], [6.5964, 2.5049, 3.8240], [5.1305, 3.4092, 3.5367], [6.2823, 3.0995, 2.2274], [4.2996, 1.1326, 4.7729], [2.9075, -0.4747, 5.5099], [2.9094, -1.9979, 4.5859], [1.6333, -0.8278, 4.3636], [4.4241, -1.5676, -0.4503], [4.6880, 0.1151, -0.9439], [3.0486, -0.5002, -0.6843], [5.5152, 1.4732, 0.6644], [-6.0155, -2.2900, -2.4924], [-3.9368, -2.1537, -2.7516], [-3.2881, -3.0387, -3.5808], [-1.9051, -2.9041, -3.7372], [-1.2669, -1.8574, -3.0750], [-1.9099, -1.0124, -2.2789], [-3.2223, -1.1196, -2.1342], [-3.8205, -3.8499, -4.0222], [-1.3326, -3.5621, -4.4002], [-0.1950, -1.7336, -3.1516], [-3.7270, -0.3894, -1.5038]], "atomic_forces_ev_per_a": [[-0.9115, 0.4037, -0.1700], [-0.3281, -0.2144, 0.0910], [-0.5860, -0.1651, 0.0185], [1.4211, 0.2210, -0.3017], [-0.6784, -0.0838, 0.2472], [0.1928, 0.2324, 0.2062], [0.0267, -0.6401, -1.1928], [-0.3607, 0.5674, 0.9553], [-0.2302, 0.0811, -1.0365], [-0.0846, -0.3271, 0.4376], [0.1452, 0.4029, -0.4333], [-0.4059, -0.5534, 0.5564], [-0.5163, -1.1512, 0.0023], [0.5453, 0.2806, 0.8905], [-1.0011, -0.3709, -0.3614], [0.2957, 0.9443, 0.8698], [0.3391, 0.6470, 0.2053], [-0.0477, -0.6671, -0.4798], [1.0483, -0.1425, 0.2191], [-0.4613, 0.0775, -0.2502], [0.4662, -0.1348, -0.1960], [0.3106, 0.1508, -0.0867], [0.1682, 0.2605, -0.1882], [0.2622, 0.5399, -0.3330], [0.0655, 0.0059, 0.1084], [0.0820, 0.2655, 0.1038], [0.1137, 0.0870, -0.1460], [-0.0762, -0.2149, -0.0736], [0.3268, -0.0109, -0.1472], [0.4049, 0.2174, 0.2138], [-0.4989, 0.3061, 0.0496], [0.4133, 0.2612, 0.1550], [0.1337, -0.1677, -0.1800], [-0.0791, 0.2526, 0.0602], [-0.3719, -0.5448, 0.4497], [0.8565, 0.5639, -0.6416], [-0.0249, -0.1707, 0.6473], [-0.5824, -0.4077, 0.3318], [0.5641, -0.3478, 0.5250], [-1.0193, 0.2784, -0.2031], [0.1658, 0.0620, 0.1048], [-0.1135, 0.2139, 0.0932], [0.1162, -0.4304, -0.4274], [-0.1252, -0.0535, -0.7061], [0.4570, -0.2365, 0.1395], [0.1747, -0.1185, -0.3271], [0.5442, -0.5053, -0.0379], [-0.0815, 0.5442, -0.1503], [-0.3987, 0.0828, 0.2135], [0.3964, -0.0788, 0.0799], [-0.9735, 0.2663, 0.2686], [-0.0697, -0.1374, -0.4914], [0.2833, 0.4399, -0.0674], [-0.1509, -0.1742, 0.5115], [-0.1636, -0.0212, -0.3776], [0.2152, -0.1421, 0.0663], [-0.0204, -0.0350, -0.1525], [-0.1132, 0.1227, 0.0872], [0.2978, 0.0891, 0.3475], [-0.1284, 0.0663, 0.0498], [-0.1691, 0.0917, 0.0645], [-0.1881, -0.1624, 0.0578], [0.2422, -0.0790, -0.1024], [-0.0310, -0.0164, -0.0795], [0.1663, -0.1583, 0.0156], [0.3707, 0.2501, 1.1886], [-0.2558, -0.6874, -1.0257], [0.0657, 0.1052, 0.3287], [-0.4250, -0.5257, 0.8566], [0.4729, -0.7070, -0.6657], [-0.2183, 0.1337, -0.1644], [0.3775, 0.2334, -0.2861], [0.2717, 0.2977, -0.0012], [0.1118, -0.1275, -0.0220], [0.5110, 0.0585, -0.0216], [0.3116, 0.0282, 0.0080], [-0.8899, -0.2036, 0.3001], [-0.2408, -0.1153, -0.1187], [0.0658, 0.2883, -0.0442], [0.1538, 0.3319, -0.6673], [0.0401, 0.0529, -0.2333], [0.1931, 0.0995, 0.1308], [-0.1032, 0.3277, 0.1571], [-0.4819, 0.0944, -0.1086], [0.0283, -0.1790, -0.0776], [-0.1228, -0.1021, 0.0676], [-0.0594, 0.0027, 0.0335], [-0.1931, -0.0031, 0.2726], [0.2628, 0.1027, -0.0260], [-0.4836, 0.6269, 0.2122], [0.9341, -0.0108, 0.3627], [0.0175, 0.2436, -0.2126], [-0.3213, -0.7908, -0.0601], [-0.0741, 0.5577, 0.1669], [-0.1946, -0.5714, -0.1790], [-0.2715, -0.3649, -0.4164], [-0.2922, 0.2017, 0.3256], [0.0993, 0.1085, -0.0954], [0.0901, -0.1187, -0.0880]], "multiplicity": 6, "de_lowest_kj_mol": 0.0, "total_energy_ev": -144773.2040, "charge": 1, "molar_mass_g_mol": 1055.84, "s_squared": 8.770, "lumo_ev": [-2.886, -4.284]}

***

(2)
{"formula": "C47H40Cl2GeN4O2RuS", "method": "ωB97M-V/def2-TZVPD", "symbols": ["Ru", "C", "C", "C", "C", "C", "C", "C", "C", "N", "C", "O", "C", "C", "C", "C", "C", "N", "C", "O", "N", "C", "C", "C", "C", "C", "C", "C", "C", "H", "H", "H", "H", "H", "H", "H", "H", "H", "H", "H", "H", "H", "H", "H", "H", "H", "H", "H", "H", "H", "Cl", "C", "C", "C", "C", "C", "Cl", "C", "S", "H", "H", "H", "Ge", "C", "C", "C", "C", "C", "C", "C", "C", "C", "C", "C", "C", "H", "H", "H", "H", "H", "H", "H", "H", "H", "H", "H", "N", "C", "C", "C", "C", "C", "C", "H", "H", "H", "H", "H"], "positions_angstrom": [[-0.0010, 0.4646, -0.7250], [-1.5736, 1.1429, 3.1767], [-0.1558, 1.0330, 3.6849], [0.1970, 1.9048, 4.7072], [1.4955, 2.0014, 5.1671], [2.4731, 1.2641, 4.5246], [2.1804, 0.3731, 3.4961], [3.3670, -0.2642, 2.8118], [0.8264, 0.1782, 3.1441], [0.4277, -0.7607, 2.1417], [1.3591, -1.8321, 1.7035], [1.6402, -2.6752, 2.5649], [1.8590, -1.8565, 0.3748], [2.7691, -2.9159, 0.0703], [3.4724, -2.9202, -1.0920], [3.2954, -1.8555, -2.0048], [2.3660, -0.8990, -1.7143], [1.6200, -0.8842, -0.5783], [2.1851, 0.2566, -2.6802], [2.8515, 0.3182, -3.7062], [1.2954, 1.1739, -2.2472], [1.1334, 2.3752, -2.9849], [0.1675, 2.4494, -3.9970], [-0.5757, 1.2188, -4.4250], [-0.0671, 3.6711, -4.6123], [0.6519, 4.8027, -4.2528], [1.6438, 4.7029, -3.2941], [1.9099, 3.4907, -2.6615], [3.0653, 3.3945, -1.7016], [-2.2710, 0.5672, 3.7875], [-1.6851, 0.7979, 2.1495], [-1.8770, 2.1902, 3.2155], [-0.5763, 2.5406, 5.1236], [1.7508, 2.6733, 5.9764], [3.5117, 1.3858, 4.8093], [4.2656, 0.2853, 3.0911], [3.2810, -0.2277, 1.7250], [3.4923, -1.3112, 3.0864], [2.8882, -3.6855, 0.8188], [4.1614, -3.7260, -1.3139], [3.8410, -1.7670, -2.9322], [-1.0442, 0.7217, -3.5755], [0.1095, 0.4999, -4.8809], [-1.3551, 1.4694, -5.1453], [-0.8263, 3.7337, -5.3836], [0.4458, 5.7536, -4.7293], [2.2321, 5.5749, -3.0283], [3.1177, 4.2777, -1.0616], [4.0033, 3.3274, -2.2584], [2.9964, 2.5084, -1.0758], [0.9067, 2.3995, 0.7688], [0.0898, 3.7540, 0.0318], [0.6142, 5.0077, 0.2849], [0.0133, 6.1157, -0.2861], [-1.1042, 5.9485, -1.0871], [-1.6163, 4.6821, -1.3061], [-3.0242, 4.5505, -2.3141], [-1.0375, 3.5279, -0.7594], [-1.7346, 1.9441, -1.0846], [1.4894, 5.1016, 0.9133], [0.4162, 7.1041, -0.1111], [-1.5869, 6.7960, -1.5534], [-1.6110, -1.2847, -1.3186], [-2.5077, -2.6871, -0.2738], [-1.8017, -3.6758, 0.4132], [-2.4659, -4.6738, 1.1095], [-3.8549, -4.6968, 1.1393], [-4.5716, -3.7229, 0.4612], [-3.8998, -2.7262, -0.2394], [-0.7868, -2.3040, -2.8067], [0.2335, -3.2291, -2.5955], [0.7836, -3.9470, -3.6483], [0.3277, -3.7439, -4.9424], [-0.6907, -2.8298, -5.1731], [-1.2422, -2.1224, -4.1134], [-2.8314, -0.6514, -2.0616], [-0.7177, -3.6637, 0.4195], [-1.8986, -5.4280, 1.6413], [-4.3739, -5.4642, 1.7010], [-5.6552, -3.7336, 0.4783], [-4.4682, -1.9745, -0.7759], [0.6152, -3.3987, -1.5951], [1.5812, -4.6553, -3.4568], [0.7684, -4.2895, -5.7679], [-1.0534, -2.6632, -6.1806], [-2.0445, -1.4185, -4.3054], [-0.8059, -1.3644, 2.1934], [-1.3366, -1.6660, 3.4365], [-0.5902, -1.8762, 4.6086], [-1.2287, -2.2768, 5.7685], [-2.6067, -2.4632, 5.8009], [-3.3493, -2.2580, 4.6434], [-2.7241, -1.8668, 3.4754], [0.4853, -1.7871, 4.5841], [-0.6399, -2.4424, 6.6625], [-3.0931, -2.7809, 6.7146], [-4.4214, -2.4118, 4.6479], [-3.2906, -1.6965, 2.5691]], "atomic_forces_ev_per_a": [[0.1348, 0.4849, -0.0219], [0.0182, 0.1410, -0.0475], [-0.0309, 0.1131, -0.0392], [-0.0071, 0.0180, 0.0098], [0.0095, -0.0332, -0.0122], [-0.0200, 0.0137, -0.0076], [0.0068, 0.0080, 0.0210], [-0.0422, -0.0182, -0.0297], [0.0666, 0.0962, -0.1561], [-0.0281, -0.0051, 0.0243], [0.0295, 0.0186, -0.1953], [-0.0135, -0.0813, 0.0255], [0.0404, -0.0104, -0.0154], [-0.0005, 0.0124, 0.0388], [-0.0234, 0.0078, -0.0326], [0.0335, -0.0551, -0.0243], [-0.0581, 0.1198, 0.0923], [0.1058, -0.1984, -0.0137], [0.0870, -0.0206, 0.0327], [0.0025, 0.0293, 0.0039], [-0.2061, -0.2110, 0.1131], [0.0374, -0.0164, -0.0541], [-0.0508, 0.0033, 0.0162], [0.0426, -0.0061, 0.0064], [0.0037, 0.0301, 0.0068], [-0.0028, -0.0223, -0.0001], [0.0013, -0.0071, -0.0219], [0.0518, 0.0218, -0.0122], [0.0027, -0.0264, -0.0288], [0.0266, 0.0904, -0.0061], [0.0165, 0.0333, -0.0266], [0.0158, 0.0181, -0.0028], [0.0000, -0.0056, 0.0076], [0.0049, 0.0193, -0.0154], [0.0060, 0.0020, 0.0022], [0.0089, -0.0145, 0.0118], [0.0231, 0.0448, 0.0253], [-0.0068, -0.0187, -0.0035], [-0.0022, -0.0098, -0.0050], [0.0128, 0.0096, 0.0147], [-0.0024, -0.0038, 0.0007], [-0.0161, 0.0327, -0.0127], [-0.0036, -0.0094, 0.0161], [0.0076, -0.0040, -0.0169], [-0.0104, 0.0002, 0.0094], [0.0006, 0.0028, -0.0013], [0.0002, -0.0012, 0.0092], [0.0057, 0.0014, -0.0039], [-0.0034, 0.0024, -0.0023], [-0.0015, 0.0090, 0.0135], [-0.0372, 0.0872, 0.3113], [-0.0579, 0.0030, -0.0070], [0.0010, -0.0080, 0.0067], [-0.0212, -0.0202, 0.0044], [0.0012, 0.0208, 0.0166], [0.0247, 0.0060, -0.0110], [0.0063, -0.0067, 0.0011], [-0.0022, 0.0267, -0.0397], [0.1363, -0.2592, 0.1718], [-0.0040, -0.0016, 0.0047], [0.0009, 0.0039, -0.0027], [0.0003, -0.0010, -0.0039], [-0.5160, -0.3650, -0.4942], [0.1071, 0.0911, 0.2637], [-0.0207, -0.0382, -0.0353], [0.0180, 0.0151, -0.0140], [-0.0222, 0.0242, 0.0265], [-0.0058, 0.0021, 0.0255], [0.0574, -0.0129, -0.0268], [0.0478, 0.0893, -0.0006], [-0.0163, -0.0275, 0.0145], [0.0184, 0.0065, -0.0018], [-0.0037, 0.0034, -0.0055], [-0.0038, 0.0003, 0.0014], [-0.0135, -0.0254, 0.0196], [0.0217, 0.0729, 0.0917], [-0.0013, 0.0251, 0.0413], [0.0060, 0.0106, 0.0098], [-0.0031, -0.0150, -0.0214], [-0.0018, -0.0028, -0.0001], [-0.0095, 0.0175, 0.0214], [0.0247, 0.0117, 0.0093], [0.0043, 0.0065, 0.0066], [-0.0075, -0.0079, -0.0008], [-0.0033, -0.0020, -0.0005], [0.0155, 0.0100, -0.0120], [0.0896, 0.0056, 0.1401], [-0.0200, -0.0666, -0.0272], [0.0089, -0.0903, -0.0436], [-0.0371, 0.0457, 0.0178], [0.0303, -0.0055, -0.0050], [-0.0174, 0.0033, -0.0202], [-0.0512, -0.1591, -0.0465], [-0.0047, 0.0040, -0.0089], [0.0024, -0.0345, -0.0068], [-0.0039, 0.0162, 0.0069], [-0.0062, 0.0076, 0.0085], [-0.0041, -0.0723, -0.0781]], "multiplicity": 6, "de_lowest_kj_mol": 0.0, "total_energy_ev": -154422.6606, "charge": -1, "molar_mass_g_mol": 969.52, "s_squared": 8.812, "lumo_ev": [2.425, 1.349]}